Entry from OMol25: a gas-phase ion, C7H10N3OS (charge +1) (ωB97M-V/def2-TZVPD).

Structure (XYZ):
```
22
Properties=species:S:1:pos:R:3:nbo_charge:R:1
S 3.60 -1.98 0.81 0.3748
O 1.99 -0.11 1.05 -0.3259
N 0.96 1.80 1.47 -0.7701
N -0.02 -0.80 -0.81 -0.2785
N 2.19 -1.27 0.42 -0.3402
C 0.18 -2.87 -2.23 -0.4597
C -2.16 1.65 0.30 -0.2092
C -1.01 1.47 -0.59 -0.4778
C 0.90 0.67 0.72 0.5559
C 0.16 -1.69 -1.58 0.5032
C -2.65 0.96 1.33 -0.3715
C -0.03 0.35 -0.21 0.0725
H -1.23 1.17 -1.70 0.2559
H -0.29 -3.03 -3.15 0.2634
H -2.88 2.43 -0.06 0.2209
H 0.09 2.35 1.82 0.4533
H 1.07 -3.45 -2.02 0.2547
H 3.53 -3.06 -0.18 0.1641
H 1.78 1.87 2.09 0.4343
H -3.60 1.01 1.80 0.2385
H -2.02 0.05 1.47 0.1750
H -0.57 2.48 -0.77 0.2665
```

Properties
Orbital gap (spin up / spin down) ... 8.0 / 6.0 eV
HOMO level (spin up / spin down) ... -12.114 / -11.863 eV
Charge ... +1

=====

Entry from OMol25: a gas-phase ion, C7H10N3S (charge +1) (ωB97M-V/def2-TZVPD).

Structure (XYZ):
```
21
Properties=species:S:1:pos:R:3:nbo_charge:R:1
S -2.05 -0.37 0.93 0.5105
N -2.12 3.32 0.17 -0.4803
N -0.13 0.47 -0.63 -0.2849
N 2.25 0.93 -0.51 -0.2113
C -0.91 -1.53 0.11 -0.1082
C -1.31 -2.93 0.26 -0.6870
C -1.61 2.25 0.34 0.4129
C -1.27 0.96 0.10 -0.1761
C 2.42 0.09 0.57 -0.5120
C 0.96 1.37 -1.02 -0.1168
C 0.01 -0.84 -0.64 -0.0105
H 1.13 1.28 -2.06 0.2408
H -2.40 -3.12 0.09 0.2605
H -2.24 4.17 0.80 0.4549
H 2.40 0.64 1.49 0.2500
H 3.54 -0.17 0.43 0.2521
H 1.75 -0.85 0.59 0.1938
H 0.82 -1.21 -1.23 0.2625
H -0.81 -3.64 -0.39 0.2604
H 0.62 2.44 -0.72 0.2343
H -1.06 -3.25 1.33 0.2544
```

Properties
Orbital gap (spin up / spin down) ... 7.4 / 7.3 eV
HOMO level (spin up / spin down) ... -13.148 / -11.593 eV
Charge ... +1

=====

Entry from OMol25: a molecular structure, C7H10N4S (ωB97M-V/def2-TZVPD).

Structure (XYZ):
```
22
Properties=species:S:1:pos:R:3:nbo_charge:R:1
S 4.02 -0.64 -0.46 -0.2328
N -3.30 0.60 0.36 -0.4102
N 1.52 -1.13 0.57 -0.6108
N 1.77 0.91 -0.24 -0.5011
N 2.71 2.00 -0.58 -0.6842
C -3.49 0.02 -0.79 0.0372
C -1.29 -0.85 -0.80 -0.1745
C 2.43 -0.28 -0.01 0.2946
C 0.33 -0.67 1.21 -0.2804
C -2.50 -0.66 -1.57 -0.2520
C -0.96 -0.25 0.49 -0.1269
C -2.04 0.52 1.00 0.0292
H 0.49 0.10 1.91 0.2095
H -0.43 -1.52 -1.12 0.2236
H -1.88 1.05 2.00 0.2019
H -0.11 -1.43 1.92 0.2467
H 3.87 1.51 -1.15 0.4158
H -2.59 -0.88 -2.75 0.2533
H -4.33 0.39 -1.35 0.1913
H 0.77 0.84 -0.12 0.4223
H 1.91 -1.95 0.94 0.4129
H 3.11 2.33 0.54 0.3344
```

Properties
Orbital gap ... 8.8 eV
HOMO level ... -8.568 eV